The following is a DFT calculation (wB97M-V/def2-TZVPD) of a molecular structure, C30H48BFIrN4O4P2.

Properties
Net charge = +1
2S+1 = 1
Gap between HOMO and LUMO (alpha / beta) = 0.2269 / 0.2117 hartree

Each line ends with the Löwdin charge.
Cartesian coordinates (Å):
Ir: 0.4890 -0.2011 0.0527  1.09
P: 1.1993 1.9846 0.9086  1.08
P: -0.5594 -1.2145 -1.7457  1.05
F: -1.4830 -6.2799 2.0931  0.10
O: -3.3888 -5.4961 3.9571  0.14
O: -0.2222 -1.5508 1.5483  -0.10
O: -0.8590 -1.8841 5.0921  0.10
O: 1.9137 -1.1164 1.4999  -0.12
N: -0.0021 -3.3555 3.5739  0.00
N: -1.1867 2.3966 -0.1680  -0.01
N: -2.2461 0.6166 -1.1405  -0.03
N: -2.0795 -3.7260 4.5448  0.23
C: 0.9347 -1.6897 2.0584  -0.62
C: -3.7911 4.3557 -1.9862  -0.08
C: -0.7407 -1.2010 -4.5959  -0.07
C: 2.6522 2.6557 -0.0553  -0.69
C: 1.5303 3.5877 3.2219  -0.07
C: -2.3470 -0.7279 -1.6554  -0.21
C: 1.1203 -2.4844 3.3219  -0.02
C: 0.1634 1.5027 3.3935  -0.07
C: 0.0108 -0.5843 -3.4045  -0.65
C: -2.2526 2.8805 -0.9352  -0.16
C: 1.5171 -0.8281 -3.5404  -0.07
C: 2.2690 2.5319 -1.5293  -0.10
C: 2.6685 1.3973 3.3136  -0.07
C: -1.4805 -3.5480 -0.5369  -0.09
C: -1.2971 -5.2110 2.8654  -0.19
C: -2.9024 1.7843 -1.5374  -0.18
C: -0.6964 -3.8831 -2.8506  -0.08
C: 2.9983 4.1160 0.2455  -0.07
C: -0.9737 -2.9082 4.4562  -0.46
C: -4.4223 3.2767 -2.5906  -0.08
C: -0.4351 -3.0923 -1.5658  -0.65
C: 3.8863 1.7727 0.1854  -0.08
C: -3.9942 1.9706 -2.3628  -0.01
C: -0.1948 -4.4712 2.7772  0.04
C: -2.3680 -4.8782 3.8113  -0.39
C: -0.2964 0.9205 -3.4677  -0.07
C: -0.2373 3.1338 0.6198  -0.24
C: 0.9712 -3.4629 -1.0751  -0.08
C: 1.4312 2.1211 2.7719  -0.65
C: -2.7037 4.1708 -1.1351  -0.01
B: -1.1213 0.9771 -0.3303  -0.67
H: -0.5113 -2.2426 -4.7765  0.06
H: 2.0781 -0.3681 -2.7234  0.06
H: 1.4029 3.1422 -1.7949  0.09
H: 1.8633 -0.3797 -4.4739  0.10
H: 2.7122 0.3463 3.0354  0.06
H: -0.1306 0.5549 2.9426  0.06
H: -0.6556 3.3820 1.5964  0.09
H: -1.2666 -4.5899 -0.2854  0.09
H: 0.0686 4.0737 0.1535  0.10
H: -0.6867 -4.9443 -2.5901  0.10
H: 0.3489 1.3184 4.4532  0.10
H: 3.5903 1.8755 2.9927  0.07
H: 1.1705 -1.7727 4.1491  0.14
H: 1.0016 -4.5428 -0.9095  0.10
H: 0.1285 1.4815 -2.6401  0.04
H: 1.7669 -1.8881 -3.5727  0.07
H: 0.5956 -4.7130 2.0793  0.15
H: 1.3834 3.6134 4.3042  0.10
H: 2.0548 1.4870 -1.7752  0.03
H: 2.1434 4.7878 0.1621  0.08
H: 4.6210 1.9859 -0.5937  0.10
H: 4.3587 1.9756 1.1421  0.07
H: -2.7895 -3.4270 5.2000  0.18
H: -0.4355 -0.6442 -5.4845  0.10
H: -1.6726 -3.6665 -3.2851  0.09
H: 1.2364 -2.9751 -0.1396  0.04
H: -5.2692 3.4493 -3.2405  0.11
H: 3.1120 2.8493 -2.1463  0.10
H: -0.6958 2.1714 3.3315  0.09
H: 0.1261 1.3073 -4.3976  0.11
H: -1.4658 -2.9720 0.3875  0.06
H: -1.8217 -1.0891 -4.5108  0.08
H: -2.8753 -0.7701 -2.6079  0.10
H: 2.0613 -3.0325 3.2817  0.15
H: -2.8529 -1.4006 -0.9612  0.09
H: 3.6508 0.7063 0.1394  0.07
H: 2.6360 1.4692 4.4028  0.10
H: 1.7441 -3.2222 -1.8050  0.08
H: -4.5084 1.1328 -2.8165  0.11
H: 0.0729 -3.7313 -3.6043  0.07
H: -2.4880 -3.5249 -0.9540  0.09
H: 3.7379 4.4458 -0.4881  0.10
H: 0.7782 4.2420 2.7831  0.08
H: -1.3685 1.1165 -3.4906  0.09
H: -4.1532 5.3579 -2.1701  0.11
H: -2.2275 5.0152 -0.6535  0.11
H: 3.4448 4.2428 1.2279  0.07
H: 2.5119 4.0083 3.0227  0.07